Density functional theory data (ωB97M-V/def2-TZVPD) for C31H45Cl6IrP as an isolated structure at a distorted geometry.

Last column: Löwdin spin population.
Positions of all 84 atoms, in Å:
Ir  1.29211  -1.08471  0.41092  1.446
P  -0.18815  0.38992  -0.70735  0.031
Cl  2.61214  -0.89519  -1.45636  0.119
C  1.75737  0.82795  1.69628  0.517
H  1.28763  1.67463  2.23631  0.053
H  2.18821  1.44480  0.87903  0.023
C  -0.61272  -0.86280  -2.03253  0.007
C  0.72037  1.85105  -1.49074  0.008
C  -1.76363  -0.62344  -3.00267  0.001
H  0.32264  -0.89071  -2.61501  0.001
C  -1.71609  -1.71338  -4.08660  0.000
H  -2.72934  -0.67358  -2.47909  0.000
H  -1.70212  0.36614  -3.47626  0.000
C  -1.68733  -3.13941  -3.51196  0.004
H  -2.57397  -1.59980  -4.76014  0.000
H  -0.80987  -1.55873  -4.69024  0.000
C  -0.66681  -3.33166  -2.38333  0.006
H  -2.68641  -3.38274  -3.12498  0.000
H  -1.47743  -3.85281  -4.31578  0.001
C  -0.77050  -2.21965  -1.34041  0.061
H  -0.80306  -4.30577  -1.89623  0.000
H  0.35397  -3.32142  -2.79542  0.001
H  -1.74441  -2.26712  -0.82949  0.001
H  0.02751  -2.36921  -0.56521  0.032
C  -1.85010  1.14257  -0.13719  0.006
C  0.62132  3.14670  -0.67230  0.019
H  1.76536  1.50091  -1.44862  0.003
C  1.53585  4.23087  -1.25852  0.003
H  -0.41189  3.51833  -0.65879  0.000
H  0.89631  2.96217  0.37386  0.012
C  1.30404  4.47163  -2.75451  0.001
H  1.39168  5.16577  -0.70417  0.000
H  2.58011  3.92538  -1.10640  0.001
C  1.28679  3.17531  -3.57245  0.000
H  0.35635  5.00717  -2.89858  0.000
H  2.09167  5.12906  -3.14178  0.000
C  0.39556  2.07922  -2.97048  0.001
H  0.95582  3.38384  -4.59657  0.000
H  2.31124  2.78355  -3.64269  0.000
H  -0.66089  2.36200  -3.09293  0.000
H  0.54797  1.14991  -3.53717  0.000
C  -2.84463  0.10399  0.39283  0.002
H  -1.53494  1.78345  0.70643  0.002
C  -4.07624  0.75495  1.03630  0.000
H  -3.16387  -0.55574  -0.42781  0.000
H  -2.37990  -0.53170  1.14916  0.001
C  -4.77629  1.74658  0.10408  0.000
H  -4.77482  -0.03385  1.34023  0.000
H  -3.76211  1.27589  1.95242  0.000
C  -3.79617  2.72933  -0.54761  0.000
H  -5.30617  1.18876  -0.68016  0.000
H  -5.53662  2.30107  0.66489  0.000
C  -2.56543  2.04030  -1.16005  0.001
H  -4.31129  3.30556  -1.32655  0.000
H  -3.45510  3.45033  0.20961  0.000
H  -2.88981  1.42994  -2.01423  0.000
H  -1.89860  2.81000  -1.56545  0.000
C  0.02928  -1.16566  2.02561  0.063
C  0.38262  0.26740  2.59248  0.127
H  -1.00847  -1.26114  1.64406  0.013
C  0.67037  0.36676  4.08084  0.022
H  -0.28498  1.02729  2.12878  0.014
C  1.38035  -0.87421  4.63336  0.008
H  1.30267  1.26507  4.24835  0.005
H  -0.28935  0.54068  4.60557  0.003
C  0.49781  -2.09390  4.47889  0.001
H  2.32640  -1.02973  4.10620  0.003
H  1.61850  -0.66433  5.68085  0.001
C  0.12252  -2.38155  3.00064  0.011
H  1.02548  -2.96350  4.91074  0.000
H  -0.42473  -1.94555  5.07014  0.000
H  0.82657  -3.13485  2.59438  0.003
H  -0.84821  -2.92294  3.03906  0.002
Cl  1.93080  -4.28695  0.33388  0.064
C  3.07242  -3.36664  1.22365  0.141
C  2.88126  -1.99479  1.39048  0.041
C  3.74743  -1.29776  2.20549  0.214
Cl  3.32171  0.39997  2.65062  0.393
C  4.91274  -1.88304  2.73165  0.185
Cl  6.03440  -0.93174  3.61517  0.076
C  5.12279  -3.27382  2.54897  0.020
Cl  6.47326  -4.03959  3.25314  0.005
C  4.17086  -4.02661  1.81686  0.167
Cl  4.33020  -5.72449  1.71258  0.051

Computed properties:
**Max |F|**: 6.354 eV Å⁻¹
**Orbital gap (spin up / spin down)**: 0.09815 / 0.22761 Ha
**LUMO energy (spin up / spin down)**: 2.216 / 1.660 eV
**Total charge**: -1
**2S+1**: 5
**Calculated total energy**: -120132.729 eV


Density functional theory data (ωB97M-V/def2-TZVPD) for a 6-piece molecular cluster, C31H45F18IN3O13S overall at a distorted geometry.

Last column: Löwdin charge in e.
Positions of all 112 atoms, in Å:
C  9.64933  -1.67902  1.82531  0.090
C  9.08692  -1.77321  0.64713  -0.148
N  7.67882  -1.54968  0.43257  0.142
C  7.22537  -0.45109  -0.15462  -0.306
N  7.94359  0.04622  -1.15341  0.281
C  7.65378  1.24786  -1.91287  -0.631
F  8.44116  1.20761  -2.98283  0.191
F  7.93770  2.33341  -1.20776  0.192
F  6.39359  1.29830  -2.29540  0.193
N  6.03995  0.15266  0.20924  -0.037
C  6.02442  0.37400  1.68995  -0.132
C  5.36252  1.70136  2.11707  -0.286
C  5.40651  2.77126  1.03373  -0.696
I  4.74192  4.63848  1.79611  0.835
C  4.87720  -0.62581  -0.35362  -0.105
C  3.54810  -0.32409  0.34289  -0.161
C  3.14731  -1.35457  1.41934  -0.206
C  1.94084  -2.21587  1.03390  -0.218
S  0.39429  -1.39997  1.35678  0.568
O  0.55167  -0.75199  2.61929  -0.259
O  -0.68248  -2.31803  1.17530  -0.257
O  0.29730  -0.23801  0.28425  -0.139
H  10.70979  -1.87192  1.91132  0.084
H  9.09827  -1.45056  2.73036  0.081
H  9.64269  -2.07016  -0.23242  0.092
H  7.07865  -1.86032  1.18802  0.159
H  8.80459  -0.41791  -1.42719  0.150
H  7.06763  0.41109  2.01802  0.126
H  5.55729  -0.46502  2.21618  0.117
H  4.32687  1.52150  2.40872  0.097
H  5.90252  2.07140  2.98954  0.102
H  4.78250  2.52823  0.17722  0.020
H  6.42459  2.95240  0.69485  0.027
H  5.07032  -1.70556  -0.31628  0.127
H  4.80463  -0.35673  -1.40806  0.110
H  3.52226  0.69227  0.72568  0.102
H  2.78331  -0.35620  -0.43428  0.087
H  3.97493  -2.05153  1.59222  0.106
H  2.93981  -0.87405  2.37693  0.111
H  1.89253  -3.14684  1.59753  0.117
H  1.97745  -2.45578  -0.03385  0.116
H  0.13783  -0.59393  -0.60498  0.107
C  -3.07239  0.24450  2.49937  -0.046
C  -3.51539  -1.14794  2.11282  -0.198
O  -4.90851  -1.35878  2.44471  0.039
C  -5.78174  -0.89313  1.56871  -0.403
O  -5.55409  -0.33437  0.53642  0.169
C  -7.22170  -1.20901  2.04023  -0.545
F  -7.37931  -0.94938  3.34218  0.166
F  -7.48844  -2.50734  1.83639  0.166
F  -8.09857  -0.48378  1.35518  0.171
H  -3.25781  0.43088  3.55720  0.089
H  -2.00567  0.35926  2.30934  0.060
H  -3.60966  0.99914  1.92518  0.083
H  -2.97085  -1.90358  2.67201  0.120
H  -3.36379  -1.33967  1.05238  0.118
C  12.08188  0.88873  -5.85759  -0.053
C  12.47503  1.04686  -4.40825  -0.178
O  11.79075  0.07257  -3.56988  0.020
C  12.33393  -1.13215  -3.53093  -0.411
O  13.31145  -1.52592  -4.08584  0.195
C  11.52018  -2.03089  -2.57031  -0.527
F  10.18453  -1.87477  -2.74887  0.127
F  11.76623  -1.68133  -1.29201  0.147
F  11.81508  -3.30388  -2.72754  0.203
H  11.00034  0.96285  -5.97301  0.082
H  12.54898  1.67531  -6.44879  0.089
H  12.40665  -0.07396  -6.24992  0.083
H  12.16580  2.00989  -4.00972  0.126
H  13.54858  0.93922  -4.26375  0.128
C  -10.96976  0.80413  2.36181  -0.058
C  -12.08535  1.79419  2.59597  -0.183
O  -11.67556  3.13868  2.24743  0.036
C  -11.74512  3.45264  0.96588  -0.406
O  -12.11178  2.76409  0.06062  0.172
C  -11.30877  4.92479  0.76639  -0.547
F  -10.20653  5.21097  1.46794  0.164
F  -12.28867  5.74401  1.17520  0.165
F  -11.06526  5.16750  -0.51739  0.172
H  -10.07246  1.10714  2.90307  0.085
H  -11.26750  -0.18128  2.70480  0.056
H  -10.71692  0.74068  1.30375  0.083
H  -12.35244  1.85414  3.64875  0.128
H  -12.98098  1.53626  2.03170  0.124
C  -14.41181  -5.92174  1.86297  -0.058
C  -13.79445  -5.54731  3.19035  -0.188
O  -13.31578  -4.18021  3.17625  0.033
C  -14.22408  -3.24700  3.40096  -0.405
O  -15.38927  -3.39236  3.61858  0.176
C  -13.55034  -1.85473  3.39220  -0.540
F  -12.69364  -1.72514  2.37076  0.150
F  -12.86403  -1.67391  4.53128  0.164
F  -14.46219  -0.89322  3.29524  0.175
H  -13.70170  -5.75886  1.05224  0.084
H  -14.69333  -6.97434  1.87403  0.084
H  -15.30375  -5.32868  1.66553  0.080
H  -12.90900  -6.14183  3.40172  0.125
H  -14.49873  -5.66679  4.01236  0.125
C  3.15404  4.38500  -5.94721  -0.055
C  2.44622  3.05387  -5.86149  -0.178
O  2.74453  2.38209  -4.60546  0.032
C  2.03137  2.76924  -3.56496  -0.410
O  1.17373  3.59568  -3.51364  0.191
C  2.42983  1.93377  -2.32489  -0.522
F  3.76244  1.79374  -2.21455  0.139
F  1.90243  0.69371  -2.42294  0.146
F  1.98125  2.48748  -1.20899  0.185
H  4.22871  4.25735  -5.81563  0.083
H  2.97427  4.83021  -6.92496  0.088
H  2.79070  5.07300  -5.18497  0.082
H  2.79313  2.36263  -6.62517  0.126
H  1.36673  3.16090  -5.95306  0.128

Computed properties:
**Max |F|**: 1.294 eV Å⁻¹
**Orbital gap**: 0.29820 Ha
**LUMO energy**: -3.629 eV
**Total charge**: +1
**2S+1**: 1
**Calculated total energy**: -131810.467 eV


Q: Among the records above, which one has the lowest calculated total energy?
A: C31H45F18IN3O13S


Q: calculated total energy of number 1 (C31H45Cl6IrP)?
A: -120132.729 eV


Q: What is the 2S+1 in the first record?
A: 5